Below is C6H6Cl2GaLaN2O3S as an isolated structure, with properties calculated with wB97M-V/def2-TZVPD.

Properties
multiplicity: 1
charge: +4
Kohn-Sham gap: 3.928 eV
F_max: 10.84 eV/Å

Element x y z (Å)
Ga: 0.16 -1.26 -5.59
La: -0.35 0.42 -0.33
Cl: -0.71 -2.87 -4.08
Cl: -1.65 2.28 -1.47
C: 1.80 1.64 -0.08
C: 0.49 -2.94 -6.42
C: 0.01 0.60 -5.57
O: 2.61 2.37 0.33
O: 0.54 -3.98 -6.95
O: -0.10 1.75 -5.75
S: -2.07 -1.27 1.00
C: -1.05 -0.45 2.11
N: 0.30 -0.04 1.88
C: 0.93 0.46 3.12
C: -0.30 0.76 3.97
N: -1.41 0.08 3.28
H: 0.82 -0.77 1.36
H: 1.51 1.35 2.88
H: 1.53 -0.31 3.60
H: -0.51 1.85 4.02
H: -0.20 0.39 5.00
H: -2.34 -0.06 3.70